The following is a quantum chemistry calculation of a single C3H8N4 molecule at a distorted geometry, from the OMol25 dataset.

- HOMO level: -0.3338 Eh
- DFT total energy: -9197.32195 eV
- SMILES: C/N=C\N=C/NN
- Lowest unoccupied orbital energy: 0.69 eV

Atoms and positions in Å:
1 C -1.879 -0.142 -0.390
2 C -0.143 -1.295 0.714
3 C 1.135 -0.335 -0.936
4 H -2.974 0.058 -0.273
5 H -1.935 -0.830 -1.335
6 H -1.425 0.828 -0.768
7 H 0.348 -1.776 1.655
8 H 1.562 -0.372 -1.885
9 H 1.592 1.689 -0.794
10 H 0.158 0.776 1.337
11 H 2.114 1.222 1.645
12 N -1.366 -0.852 0.821
13 N 0.457 -1.273 -0.514
14 N 1.267 0.897 -0.290
15 N 1.089 1.405 1.013

Forces on the atoms, in the same order (eV/Å):
C -1.714 -1.067 -1.838
C -2.281 0.241 1.128
C -0.081 3.202 2.118
H 0.962 0.084 0.475
H 0.644 0.893 1.589
H 0.025 -1.161 0.990
H -0.794 0.657 -1.983
H 0.704 0.194 -1.656
H 0.426 -0.091 -1.195
H 3.496 2.238 0.109
H -4.188 0.058 -1.985
N 1.443 0.623 -0.378
N 0.492 -3.061 0.966
N 1.210 0.772 -1.101
N -0.343 -3.580 2.764